[1]
DFT (ωB97M-V/def2-TZVPD) results for a 11-piece molecular cluster, C5H33NO12 overall in a non-equilibrium geometry.

Values from the calculation:
Calculated total energy: -31779.67291 eV
Kohn-Sham gap: 8.824 eV
HOMO level: -8.97 eV
F_max: 2.60 eV/A
Energy relative to the best compared isomer or geometry (same formula, charge and spin): 89.21 kcal/mol
E_LUMO: -0.14 eV
SMILES string: C[C@@H](O)CCNCO.O.O.O.O.O.O.O.O.O.O

XYZ file:
```
51
C5H33NO12 | the Open Molecules 2025 dataset | ωB97M-V/def2-TZVPD
C 2.955 -0.215 0.055
N 2.797 0.564 -1.206
C 2.842 -0.131 -2.482
O 2.240 -1.408 -2.584
C 2.041 0.163 1.227
C 1.125 -0.985 1.677
C 1.893 -2.062 2.437
O 0.081 -0.385 2.484
H 3.067 -1.274 -0.164
H 3.937 0.135 0.413
H 2.051 1.237 -1.117
H 2.293 0.502 -3.192
H 3.900 -0.319 -2.678
H 1.337 -1.349 -2.232
H 1.547 1.124 1.066
H 2.660 0.326 2.112
H 0.504 -1.376 0.876
H 1.780 -2.011 3.524
H 2.982 -2.015 2.361
H 1.566 -3.034 2.073
H 0.440 -0.012 3.267
H -2.565 0.997 -2.601
H -3.664 -0.080 -2.533
O -2.719 0.041 -2.477
H 0.032 -1.215 -0.760
H -1.231 -0.937 -1.699
O -0.260 -0.961 -1.636
H -2.152 2.459 -0.543
H -2.096 3.150 -2.006
O -2.522 2.505 -1.443
H -2.973 -2.411 -3.273
H -2.604 -2.862 -1.819
O -3.104 -3.065 -2.612
H -4.514 1.579 2.536
H -3.950 0.777 1.281
O -3.897 1.572 1.813
H -2.363 -0.915 2.706
H -1.254 -1.984 2.595
O -2.193 -1.833 2.494
H -0.668 1.248 0.701
H -1.930 1.722 1.476
O -1.220 2.008 0.881
H -0.331 3.973 2.166
H -1.498 4.773 2.498
O -0.550 4.893 2.363
H 4.269 0.051 3.671
H 3.317 1.272 3.765
O 3.458 0.372 4.071
H 0.549 -1.424 -4.833
H -0.713 -1.750 -4.126
O -0.330 -1.782 -5.011
```

***

[2]
DFT (ωB97M-V/def2-TZVPD) results for a 13-piece molecular cluster, C5H33NO12 overall in a non-equilibrium geometry.

Values from the calculation:
Calculated total energy: -31780.63393 eV
Kohn-Sham gap: 8.340 eV
HOMO level: -8.35 eV
F_max: 2.35 eV/A
Energy relative to the best compared isomer or geometry (same formula, charge and spin): 67.05 kcal/mol
E_LUMO: -0.01 eV

XYZ file:
```
51
C5H33NO12 | the Open Molecules 2025 dataset | ωB97M-V/def2-TZVPD
N -0.819 -1.410 0.223
C 0.540 -1.498 0.425
C 1.479 -0.554 0.195
C 1.236 0.640 -0.630
C 2.194 1.156 -1.419
C 0.937 -2.882 0.906
H -1.310 -0.531 0.230
H -1.313 -2.057 0.821
H 2.533 -0.740 0.374
H 0.269 1.107 -0.750
H 1.899 1.946 -2.104
H 3.236 0.917 -1.384
H 2.003 -3.037 0.746
H 0.469 -3.664 0.308
H 0.792 -3.121 1.956
H -3.731 0.265 -0.138
H -4.665 0.076 1.037
O -3.735 0.004 0.795
H -1.645 0.374 -1.725
H -1.925 1.588 -0.597
O -2.235 0.910 -1.204
H 1.891 3.406 0.688
H 0.685 4.373 0.755
O 1.642 4.330 0.831
H 2.756 1.071 1.658
H 3.041 2.444 2.270
O 2.369 1.927 1.841
H -1.045 -0.823 2.824
H -1.845 0.206 3.555
O -0.979 -0.243 3.590
H 0.901 -1.026 -3.958
H 1.904 -0.100 -3.293
O 1.845 -0.866 -3.880
H -0.293 1.520 3.141
H 0.685 2.618 2.679
O -0.247 2.437 2.834
H -2.114 2.420 2.750
H -3.371 1.703 2.216
O -2.843 1.827 3.013
H -1.870 -1.890 -3.910
H -2.219 -3.141 -3.129
O -1.794 -2.839 -3.913
H 0.756 -3.630 -1.919
H -0.159 -3.482 -3.127
O -0.080 -3.863 -2.242
H -1.733 3.982 0.792
H -0.803 2.783 1.199
O -1.297 3.211 0.459
H 2.752 -2.887 -2.647
H 2.754 -2.036 -1.430
O 2.500 -2.919 -1.713
```

***

[3]
DFT (ωB97M-V/def2-TZVPD) results for a 13-piece molecular cluster, C5H33NO13 overall in a non-equilibrium geometry.

Values from the calculation:
Calculated total energy: -33825.74521 eV
Kohn-Sham gap: 10.280 eV
HOMO level: -10.23 eV
F_max: 7.09 eV/A
Energy relative to the best compared isomer or geometry (same formula, charge and spin): 122.96 kcal/mol
E_LUMO: 0.05 eV

XYZ file:
```
52
C5H33NO13 | the Open Molecules 2025 dataset | ωB97M-V/def2-TZVPD
C -3.395 -0.229 1.947
N -2.341 0.554 1.329
C -2.025 1.750 1.911
O -1.191 2.456 1.358
C -1.167 -0.334 1.206
C -1.399 -1.602 1.938
C -2.693 -1.373 2.645
H -3.941 -0.597 1.110
H -4.115 0.270 2.686
H -2.901 2.137 2.537
H -0.253 0.111 1.728
H -0.940 -0.437 0.195
H -0.589 -1.999 2.510
H -1.595 -2.423 1.249
H -3.202 -2.259 2.566
H -2.419 -1.166 3.622
H 2.052 1.928 -1.702
H 1.973 3.320 -1.201
O 2.167 2.805 -2.022
H -1.353 -4.132 -1.695
H -0.322 -4.882 -0.658
O -1.260 -4.732 -1.009
H 2.336 0.177 2.298
H 1.809 -0.732 3.324
O 1.549 -0.086 2.755
H -1.852 -0.927 -1.759
H -0.647 -1.439 -2.669
O -1.488 -1.798 -2.195
H 2.380 -0.245 -1.206
H 3.210 0.610 -2.205
O 2.998 0.502 -1.239
H 0.229 -0.005 -3.643
H 0.030 -1.327 -4.324
O 0.623 -0.800 -3.594
H 3.435 0.325 0.551
H 4.718 0.031 1.366
O 3.893 0.519 1.460
H 2.176 -4.501 -0.158
H 1.619 -3.205 -0.846
O 1.543 -4.176 -0.796
H 1.373 2.792 0.923
H 0.441 4.029 1.366
O 1.269 3.704 0.995
H -0.653 2.321 -0.451
H -0.654 3.861 -0.419
O -0.522 3.091 -1.048
H -1.177 2.204 -2.674
H -0.363 2.690 -4.069
O -1.012 2.020 -3.659
H 1.117 -1.318 1.532
H 0.373 -2.075 0.362
O 1.200 -1.793 0.563
```